[1]
Here is a structure of composition C9H8Br2N2 from the OMol25 dataset. Energies are from ωB97M-V with the def2-TZVPD basis set.

Cartesian coordinates (Å):
C: -0.627 1.560 2.867
C: 1.795 -2.551 -1.159
C: 0.017 0.766 1.882
C: 1.762 -1.209 -1.545
C: -1.368 2.515 2.226
C: 0.499 -2.943 -0.913
C: -0.358 1.317 0.702
C: 0.425 -0.812 -1.537
C: -0.140 0.459 -1.775
N: -1.201 2.348 0.881
N: -0.319 -1.890 -1.143
Br: -1.991 0.589 -2.199
Br: 0.933 1.820 -2.529
H: -0.546 1.418 3.927
H: 2.673 -3.158 -1.077
H: 0.672 -0.065 2.040
H: 2.596 -0.591 -1.808
H: -1.984 3.298 2.619
H: 0.111 -3.891 -0.600
H: -1.631 2.898 0.156
H: -1.318 -1.878 -1.017

## Properties
Kohn-Sham gap (alpha / beta), eV: 7.49 / 7.11
LUMO level (alpha / beta), eV: -0.7 / -0.3
ΔE to the lowest compared entry with this formula, charge and spin, kJ/mol: 381.7

Here are the Löwdin charges for atoms 1 to 8, given in e:
1 C -0.12
2 C -0.08
3 C -0.11
4 C -0.05
5 C -0.15
6 C -0.10
7 C -0.10
8 C -0.47

=====

[2]
Here is a cluster of 2 separate species, C4H14N3O in total from the OMol25 dataset. Energies are from ωB97M-V with the def2-TZVPD basis set.

Cartesian coordinates (Å):
C: -1.307 -0.988 -0.912
C: 0.195 -0.643 -1.062
C: 0.800 0.137 0.074
C: 2.009 -0.274 0.515
N: 2.861 0.541 1.413
N: 0.149 1.271 0.467
N: -1.583 -2.138 -1.752
H: -1.863 -0.144 -1.316
H: -1.499 -1.278 0.119
H: 0.386 -0.063 -1.957
H: 0.714 -1.596 -1.115
H: 2.511 -1.124 0.109
H: 3.697 0.826 0.901
H: 2.382 1.394 1.709
H: 3.050 0.091 2.316
H: 0.467 1.896 1.190
H: -0.853 1.186 0.594
H: -2.280 -2.831 -1.536
H: -1.143 -2.185 -2.653
H: -2.853 1.737 1.714
H: -3.198 1.898 0.241
O: -2.640 2.287 0.943

## Properties
Kohn-Sham gap, eV: 8.09
LUMO level, eV: -3.6
ΔE to the lowest compared entry with this formula, charge and spin, kJ/mol: 250.3
Total charge: +1

Here are the Löwdin charges for atoms 1 to 8, given in e:
1 C -0.26
2 C -0.13
3 C -0.33
4 C -0.07
5 N 0.19
6 N 0.15
7 N -0.01
8 H 0.10

=====

[3]
Here is a cluster of 4 separate species, C27H22I2NO8 in total from the OMol25 dataset. Energies are from ωB97M-V with the def2-TZVPD basis set.

Cartesian coordinates (Å):
C: -1.321 -2.224 3.121
C: -0.830 -1.402 1.950
I: -2.495 -0.132 1.356
C: -0.376 -2.187 0.680
I: 0.184 -4.255 1.058
C: 0.845 -1.577 0.048
C: 2.009 -1.473 0.806
N: 3.132 -0.975 0.282
C: 3.230 -0.562 -0.990
C: 2.107 -0.640 -1.786
C: 0.905 -1.135 -1.281
C: -0.272 -1.193 -2.224
O: -1.398 -1.194 -1.880
O: 0.101 -1.302 -3.538
H: -2.088 -2.930 2.825
H: -0.505 -2.732 3.623
H: -1.771 -1.567 3.859
H: -0.062 -0.707 2.270
H: -1.189 -2.259 -0.018
H: 2.038 -1.797 1.832
H: 3.951 -0.910 0.876
H: 4.169 -0.180 -1.347
H: 2.195 -0.317 -2.807
H: -0.004 -0.422 -3.931
C: -6.594 3.429 4.826
C: -6.643 4.424 3.944
C: -6.031 4.292 2.597
O: -6.071 5.197 1.794
C: -5.365 3.005 2.272
C: -5.318 2.011 3.154
C: -5.928 2.143 4.501
O: -5.879 1.235 5.302
H: -7.032 3.504 5.813
H: -7.124 5.369 4.160
H: -4.926 2.932 1.285
H: -4.837 1.064 2.940
C: 4.909 -4.145 -5.097
C: 4.205 -5.242 -5.366
C: 2.742 -5.305 -5.108
O: 2.099 -6.300 -5.346
C: 2.093 -4.090 -4.543
C: 2.803 -2.999 -4.278
C: 4.260 -2.940 -4.531
O: 4.890 -1.934 -4.266
H: 5.975 -4.079 -5.273
H: 4.656 -6.135 -5.779
H: 1.025 -4.150 -4.369
H: 2.356 -2.104 -3.878
C: 1.876 2.450 0.474
C: 0.578 2.602 0.704
C: 0.025 3.918 1.125
O: -1.157 4.055 1.338
C: 0.985 5.044 1.271
C: 2.287 4.882 1.038
C: 2.835 3.570 0.621
O: 4.016 3.399 0.404
H: 2.300 1.503 0.167
H: -0.127 1.787 0.602
H: 0.564 5.993 1.577
H: 3.001 5.689 1.140

## Properties
Kohn-Sham gap, eV: 6.38
LUMO level, eV: -5.3
Total charge: +1

Here are the Löwdin charges for atoms 1 to 8, given in e:
1 C -0.24
2 C -0.76
3 I 1.00
4 C -0.70
5 I 0.99
6 C -0.23
7 C -0.01
8 N 0.13

=====

[4]
Here is a cluster of 2 separate species, C4H7F2N in total from the OMol25 dataset. Energies are from ωB97M-V with the def2-TZVPD basis set.

Cartesian coordinates (Å):
C: 1.192 -0.609 -0.537
C: 0.703 -1.808 -1.385
C: -0.922 2.078 -1.273
C: -0.269 2.342 -0.107
N: 1.574 -0.647 0.640
F: 1.413 0.540 -1.288
F: -0.236 1.460 0.917
H: -0.163 -2.242 -0.771
H: 0.570 -1.373 -2.368
H: 1.621 -2.473 -1.352
H: -1.588 1.286 -1.292
H: 1.796 0.201 1.065
H: -0.669 2.542 -2.258
H: 0.556 3.071 -0.086

## Properties
Kohn-Sham gap, eV: 10.68
LUMO level, eV: 1.0
ΔE to the lowest compared entry with this formula, charge and spin, kJ/mol: 129.8
SMILES: [H]/N=C(/C)F.C=CF

Here are the Löwdin charges for atoms 1 to 8, given in e:
1 C -0.47
2 C -0.01
3 C 0.02
4 C -0.22
5 N 0.17
6 F -0.01
7 F -0.01
8 H 0.11

=====

no.,electronic energy (eV)
1,-152524.012
2,-10885.567
3,-62416.889
4,-11184.553